Formula: C32H75F2N5O10S2
Source: OMol25
Level of theory: ωB97M-V/def2-TZVPD

Atoms and positions in Å:
N -1.6949 -1.3593 -0.5847
S -0.6767 -1.1153 0.4525
O -0.5669 0.2708 0.9521
O 0.5331 -1.9008 0.4928
F -1.5645 -1.7242 1.7318
S -0.6381 -0.9251 -1.8333
O 0.3510 -1.9090 -2.3091
O -0.3679 0.4984 -2.0007
F -1.7790 -1.0346 -2.9328
C -5.0417 -8.1793 -4.2082
O -4.3522 -7.0689 -3.6119
C -3.4585 -7.4658 -2.5543
C -4.1821 -7.6956 -1.2236
N -4.9273 -6.4539 -0.6208
H -4.2723 -5.6855 -0.5971
H -5.6240 -6.1648 -1.2925
C -5.5741 -6.5753 0.7884
C -4.7116 -7.3151 1.8057
O -3.3146 -7.0775 1.7462
C -2.4272 -8.0256 2.3013
H -5.7272 -7.8942 -5.0062
H -5.7678 -8.6172 -3.5232
H -4.4172 -9.0353 -4.4636
H -2.6023 -6.7998 -2.4466
H -2.9364 -8.3854 -2.8187
H -3.4775 -7.9888 -0.4453
H -4.8970 -8.5136 -1.3120
H -6.6161 -6.8951 0.7889
H -5.8052 -5.5416 1.0456
H -4.8808 -8.3794 1.6421
H -4.9994 -7.0344 2.8189
H -2.7236 -8.5100 3.2316
H -1.5241 -7.4522 2.5104
H -2.2707 -8.8631 1.6214
C -9.0308 5.7898 -0.8966
O -8.0840 4.7891 -0.6239
C -8.2311 3.6434 -1.4142
C -7.0446 2.6068 -1.2129
N -6.9338 2.0348 0.2475
H -7.6949 1.4050 0.4577
H -6.1661 1.3791 0.2226
C -6.7068 3.0088 1.3987
C -6.6869 2.2248 2.7398
O -7.7756 1.2905 2.8458
C -7.7744 0.6035 4.1142
H -10.0540 5.5431 -0.6132
H -9.0960 6.0773 -1.9460
H -8.8350 6.7381 -0.3961
H -8.2820 3.9517 -2.4584
H -9.1490 3.0921 -1.2101
H -6.0356 2.9608 -1.4246
H -7.1689 1.6862 -1.7831
H -7.5250 3.7241 1.3153
H -5.7286 3.4805 1.3051
H -6.6893 2.9611 3.5436
H -5.7155 1.7471 2.8672
H -6.8114 0.1374 4.3224
H -8.5624 -0.1479 4.0633
H -8.1515 1.3618 4.8004
C 11.9429 -6.9787 3.3419
C 11.6673 -6.7811 1.7932
C 10.1390 -6.9044 1.4922
N 9.6760 -6.3241 0.1777
C 10.3115 -7.2190 -0.9291
C 9.6927 -6.9345 -2.3229
C 8.1465 -7.0067 -2.3111
C 7.4461 -6.1382 -1.2257
C 8.0800 -6.4769 0.1681
C 10.1200 -4.8758 -0.0267
H 12.9733 -6.7045 3.5678
H 11.8203 -8.0135 3.6620
H 11.3283 -6.3307 3.9668
H 12.2617 -7.5571 1.3109
H 12.0411 -5.8296 1.4147
H 9.5154 -6.4263 2.2477
H 9.8948 -7.9660 1.5300
H 10.1374 -8.2592 -0.6538
H 11.3886 -7.0556 -0.8956
H 10.0531 -7.7826 -2.9052
H 10.0674 -6.0699 -2.8706
H 7.9675 -8.0658 -2.1260
H 7.7592 -6.7292 -3.2915
H 6.4083 -6.4559 -1.3258
H 7.6780 -5.0978 -1.4535
H 7.8215 -7.4883 0.4819
H 7.7249 -5.8541 0.9891
H 9.9221 -4.2842 0.8671
H 9.5418 -4.3789 -0.8058
H 11.1816 -4.7814 -0.2551
C -1.1325 8.0891 2.9534
C -0.4151 8.5709 1.7562
C -1.2472 9.7336 0.9879
N -0.5950 10.2575 -0.3517
C -1.5505 11.3383 -1.0145
C -2.7929 10.7671 -1.5086
C -2.4367 9.5816 -2.4861
C -1.6154 8.4823 -1.8344
C -0.2699 9.1156 -1.3300
C 0.7764 10.9757 -0.0837
H -1.5967 9.0384 3.2207
H -0.4747 7.8890 3.7992
H -1.9818 7.4089 2.8900
H -0.1972 7.7692 1.0505
H 0.6301 8.8000 1.9642
H -1.2553 10.6436 1.5878
H -2.2498 9.3524 0.7942
H -1.6547 12.2043 -0.3609
H -0.9592 11.8255 -1.7898
H -3.4469 10.3783 -0.7280
H -3.3183 11.5005 -2.1203
H -3.3551 9.1300 -2.8613
H -1.9757 10.0702 -3.3445
H -2.2610 8.0051 -1.0972
H -1.2815 7.6750 -2.4862
H 0.3836 8.3716 -0.8745
H 0.2989 9.6141 -2.1150
H 1.0937 11.5842 -0.9306
H 1.4158 10.2662 0.4415
H 0.5528 11.7559 0.6439
C 5.3591 4.0271 0.0742
C 6.5530 4.9794 0.3398
O 7.5160 4.5212 0.9219
O 6.4942 6.1041 -0.1165
H 5.0813 4.3066 -0.9420
H 4.5430 4.4023 0.6916
H 5.5251 2.9620 0.2363

Summary:
spin multiplicity	1
HOMO level	-6.6	eV
E_LUMO	-3.84	eV
electronic energy	-89406.116	eV
HOMO-LUMO gap	2.76	eV
charge	+2

Atomic partial charges in e from the Mulliken method, atoms 1 to 6: number 1, N, carries -0.192; number 2, S, carries 1.040; number 3, O, carries -0.597; number 4, O, carries -0.554; number 5, F, carries -0.370; number 6, S, carries 1.039


Formula: C32H76BN10O12S
Source: OMol25
Level of theory: ωB97M-V/def2-TZVPD

Atoms and positions in Å:
N -4.0098 1.2097 3.9150
C -3.4320 0.0279 3.2922
C -1.9089 0.0446 3.2237
O -1.4817 -1.2828 2.8254
C -1.2857 0.9927 2.2066
C -1.3737 2.5153 2.4242
S -0.9410 2.9219 4.1723
C -0.4449 3.2738 1.4735
O -1.0981 3.2060 0.2481
B -2.5843 3.1907 0.5555
O -2.6246 3.0263 2.0793
H -5.0147 1.0844 3.9603
H -3.8628 1.9914 3.2725
H -3.7977 -0.1376 2.2715
H -3.7193 -0.8429 3.8959
H -1.4947 0.2246 4.2185
H -2.2334 -1.8729 2.9772
H -1.7398 0.7749 1.2382
H -0.2226 0.7471 2.1330
H 0.2144 3.5366 3.8951
H 0.5661 2.8592 1.4111
H -0.3876 4.3031 1.8605
H -3.1103 2.2257 -0.0246
H -3.1372 4.2477 0.2504
C -0.4266 3.8354 -2.7102
C -0.8295 3.3681 -4.0822
O -1.0026 2.1853 -4.3460
N -1.0106 4.3206 -5.0413
C -0.8410 5.7528 -4.9020
H -0.3769 2.9892 -2.0336
H 0.5403 4.3416 -2.7395
H -1.1594 4.5288 -2.2958
H -1.2768 3.9598 -5.9449
H -1.7594 6.2939 -5.1266
H -0.0570 6.1256 -5.5665
H -0.5521 5.9807 -3.8812
C 4.2009 1.0606 4.4561
C 2.8209 1.6779 4.4096
O 2.6749 2.8898 4.2799
N 1.7450 0.8585 4.4870
C 1.7325 -0.5790 4.5991
H 4.9152 1.8679 4.3433
H 4.3720 0.5341 5.3969
H 4.3472 0.3548 3.6370
H 0.8526 1.3449 4.4131
H 1.2318 -1.0394 3.7435
H 1.2153 -0.9040 5.5055
H 2.7513 -0.9572 4.6392
C -2.4174 0.4811 -6.6230
C -3.0652 0.9359 -7.9029
O -3.4211 2.0955 -8.0486
N -3.3049 0.0110 -8.8742
C -2.9710 -1.3949 -8.8510
H -2.3225 1.3377 -5.9640
H -3.0248 -0.2841 -6.1357
H -1.4158 0.0735 -6.7660
H -3.7626 0.3849 -9.6899
H -2.2887 -1.6604 -9.6614
H -3.8615 -2.0215 -8.9354
H -2.4818 -1.6338 -7.9121
C -4.6321 -0.4522 -0.5500
C -5.9762 -0.1950 0.0914
O -6.0954 0.3919 1.1505
N -7.0847 -0.6391 -0.5806
C -7.1335 -1.3331 -1.8449
H -3.8687 -0.0060 0.0765
H -4.4411 -1.5208 -0.6699
H -4.5690 0.0181 -1.5320
H -7.9511 -0.4267 -0.1128
H -7.6892 -0.7669 -2.5969
H -7.5975 -2.3182 -1.7500
H -6.1239 -1.4761 -2.2173
C 8.5317 4.2246 4.2221
C 7.2092 3.8798 3.5712
O 6.8156 2.7297 3.4798
N 6.4509 4.9028 3.1021
C 6.7356 6.3191 3.1310
H 8.9910 3.2943 4.5407
H 9.1965 4.7361 3.5248
H 8.3877 4.8722 5.0878
H 5.5640 4.6040 2.7227
H 5.9900 6.8614 3.7150
H 6.7538 6.7421 2.1249
H 7.7076 6.4905 3.5843
C 0.3769 -5.6908 -0.0306
C -0.3804 -4.3912 0.1811
O -0.7777 -3.7432 -0.7735
N -0.5709 -3.9719 1.4582
C -0.1381 -4.6349 2.6699
H 0.4640 -5.8349 -1.1038
H 1.3740 -5.6402 0.4103
H -0.1423 -6.5489 0.3987
H -1.0318 -3.0790 1.5622
H -0.9829 -4.8575 3.3273
H 0.5686 -4.0126 3.2205
H 0.3670 -5.5625 2.4302
C -4.7074 3.9082 -5.6669
C -4.3995 4.8842 -4.5553
O -4.3946 6.0936 -4.7460
N -4.0920 4.3744 -3.3357
C -3.9681 2.9835 -2.9481
H -4.8416 4.4728 -6.5839
H -3.8941 3.1995 -5.8169
H -5.6119 3.3333 -5.4618
H -3.8770 5.0763 -2.6443
H -4.6617 2.7329 -2.1431
H -2.9552 2.7538 -2.6131
H -4.1917 2.3474 -3.7994
C 4.2547 -7.4666 3.0482
C 3.5938 -6.1649 3.4407
O 3.0401 -5.4461 2.6250
N 3.6248 -5.8106 4.7553
C 4.2224 -6.5282 5.8581
H 4.1348 -7.5929 1.9752
H 5.3179 -7.4582 3.2961
H 3.7980 -8.3111 3.5668
H 3.1691 -4.9322 4.9482
H 3.4792 -6.7944 6.6123
H 5.0043 -5.9399 6.3424
H 4.6722 -7.4465 5.4937
C 4.9775 -4.8377 -0.0852
C 4.1140 -5.7595 -0.9171
O 4.0495 -6.9603 -0.6938
N 3.4103 -5.2034 -1.9319
C 3.3552 -3.8132 -2.3348
H 5.4734 -5.4408 0.6679
H 5.7266 -4.3352 -0.6989
H 4.3719 -4.0795 0.4111
H 2.8287 -5.8618 -2.4262
H 2.3451 -3.4128 -2.2344
H 3.6753 -3.6893 -3.3708
H 4.0124 -3.2220 -1.7054

Summary:
spin multiplicity	1
HOMO level	-4.7	eV
E_LUMO	1.84	eV
electronic energy	-85406.163	eV
ΔE to the lowest compared entry with this formula, charge and spin	0.0	kcal/mol
HOMO-LUMO gap	6.53	eV
charge	-1

Atomic partial charges in e from the Mulliken method, atoms 1 to 6: number 1, N, carries -0.770; number 2, C, carries -0.640; number 3, C, carries 0.374; number 4, O, carries -0.461; number 5, C, carries -1.272; number 6, C, carries 1.490


Formula: C32H76Br2N2O15Si
Source: OMol25
Level of theory: ωB97M-V/def2-TZVPD

Atoms and positions in Å:
C 4.3014 2.1724 -2.8732
C 3.8965 1.7251 -4.3774
C 3.3769 0.2036 -4.4461
C 1.8042 0.0874 -4.8585
N 1.0391 -0.7277 -3.8744
C 0.5891 -0.0062 -2.7019
C 0.3520 -0.7442 -1.4961
C 0.5957 -2.3044 -1.3309
C -0.2450 -3.2324 -2.3257
O 0.7252 -3.9422 -3.1529
Si -0.0518 -5.2241 -4.0390
C 1.1842 -6.0637 -5.2486
C -1.4902 -4.4835 -5.1140
C -0.6836 -6.6324 -2.8663
C -0.2138 0.0610 -0.2219
O 0.1036 -0.1945 0.9572
C -1.2826 1.2076 -0.6193
C -2.5281 1.4368 0.3270
Br -4.2566 0.4991 0.0910
C -2.3514 2.3517 1.4064
C -3.4786 2.6906 2.4843
Br -0.5661 3.2393 1.5948
C -1.0387 1.9435 -1.8218
N -2.0389 2.9317 -2.2019
C -1.5206 4.0705 -3.0040
C -3.2788 2.3490 -2.7320
C -3.3950 1.1047 -3.7159
O -4.3595 2.8778 -2.3558
C 0.3004 1.5630 -2.5915
O 1.0975 2.4467 -3.0133
H 3.4992 1.7803 -2.1643
H 4.3199 3.3235 -2.8315
H 5.2920 1.7190 -2.5372
H 3.0632 2.3793 -4.7965
H 4.8282 1.9188 -5.0158
H 4.0010 -0.3299 -5.2500
H 3.5895 -0.3348 -3.4515
H 1.8120 -0.5192 -5.8414
H 1.3420 1.0919 -5.1220
H 1.6438 -1.5342 -3.6518
H 1.7215 -2.4786 -1.5074
H 0.4283 -2.5517 -0.2200
H -0.7653 -4.0243 -1.6837
H -1.0397 -2.6748 -2.9268
H 0.9340 -5.8057 -6.3336
H 1.1694 -7.2052 -5.1682
H 2.2623 -5.7320 -5.0519
H -0.9889 -3.8062 -5.8816
H -2.0207 -5.3631 -5.6112
H -2.1705 -3.8967 -4.4028
H -1.7905 -6.4774 -2.6438
H -0.0810 -6.7017 -1.8971
H -0.5856 -7.6670 -3.3808
H -4.5326 2.7194 2.0590
H -3.4211 1.9067 3.3238
H -3.2501 3.7390 2.8788
H -1.3082 3.8338 -4.1040
H -2.1911 4.9811 -2.8612
H -0.4995 4.3561 -2.5522
H -2.5643 1.0191 -4.4879
H -4.3686 1.2633 -4.3122
H -3.5713 0.1279 -3.1298
C 3.1037 -9.2065 -4.1511
O 3.5273 -7.8544 -4.1958
H 2.5516 -9.4322 -5.0650
H 3.9739 -9.8646 -4.0832
H 2.4513 -9.3608 -3.2870
H 4.0115 -7.6798 -3.3779
C -0.2210 7.1646 3.1107
O -0.4800 6.2167 4.1361
H -0.1299 8.1532 3.5612
H 0.7129 6.9109 2.6026
H -1.0472 7.1679 2.3951
H -0.5563 5.3525 3.7129
C -3.8485 4.5925 5.9459
O -4.6378 3.8296 5.0411
H -2.9028 4.8436 5.4631
H -4.3761 5.5125 6.2083
H -3.6514 4.0066 6.8448
H -5.4657 3.6218 5.4912
C 0.5622 -4.0724 2.7246
O 0.9350 -5.0066 1.7210
H -0.4059 -3.6434 2.4660
H 0.4864 -4.5786 3.6905
H 1.3080 -3.2753 2.7787
H 1.7925 -5.3689 1.9744
C 3.9501 -5.7143 -1.2130
O 4.3662 -7.0745 -1.2633
H 3.0353 -5.6043 -1.7961
H 3.7548 -5.4264 -0.1771
H 4.7279 -5.0744 -1.6374
H 5.1748 -7.1456 -0.7416
C 5.6402 -1.8021 -7.8144
O 4.2760 -1.4082 -7.7769
H 6.1752 -1.2922 -7.0131
H 5.7168 -2.8827 -7.6693
H 6.0788 -1.5234 -8.7759
H 3.8256 -1.8717 -8.4934
C -5.2443 2.5614 8.9600
O -4.8077 3.9149 8.9049
H -5.8062 2.3359 8.0527
H -4.3786 1.8970 9.0240
H -5.8905 2.4184 9.8304
H -4.3153 4.0886 9.7162
C -1.4450 -10.9735 -3.5197
O -0.5516 -9.9459 -3.9244
H -2.3119 -10.5172 -3.0420
H -1.7719 -11.5436 -4.3930
H -0.9470 -11.6363 -2.8075
H 0.2050 -10.3746 -4.3429
C -2.0517 0.0968 7.8988
O -2.6722 0.6397 9.0567
H -2.7879 -0.4879 7.3473
H -1.6836 0.9060 7.2633
H -1.2230 -0.5517 8.1938
H -2.0015 1.1511 9.5261
C 0.1363 9.5767 6.5442
O -0.1233 8.6255 7.5670
H 0.2274 10.5644 6.9954
H 1.0706 9.3233 6.0360
H -0.6904 9.5806 5.8284
H -0.1994 7.7623 7.1408
C 0.8826 13.2665 8.7512
O 0.0179 12.8825 7.6918
H 1.8225 13.6194 8.3268
H 0.4228 14.0715 9.3299
H 1.0784 12.4074 9.3980
H -0.8043 12.5749 8.0930

Summary:
SMILES string	CCCCNC1=C(CCO[Si](C)(C)C)C(=O)C(/C(Br)=C(/C)Br)=C(N(C)C(C)=O)C1=O.CO.CO.CO.CO.CO.CO.CO.CO.CO.CO.CO
spin multiplicity	1
HOMO level	-8.3	eV
E_LUMO	-0.88	eV
electronic energy	-216061.631	eV
HOMO-LUMO gap	7.39	eV

Atomic partial charges in e from the Mulliken method, atoms 1 to 6: number 1, C, carries -0.954; number 2, C, carries -0.442; number 3, C, carries -0.025; number 4, C, carries -0.912; number 5, N, carries 0.072; number 6, C, carries 0.530


- Which value of HOMO-LUMO gap does entry 1 give?
  2.76 eV


- Which of these has the lowest electronic energy?
  C32H76Br2N2O15Si